Record 1
Here is a single C16H24N2O4S molecule from the OMol25 dataset. Energies are from the ωB97M-V functional and the def2-TZVPD basis.

Computed properties:
* frontier orbital gap: 9.1637 eV
* highest occupied orbital energy: -0.3172 hartree
* energy above the lowest of the compared OMol25 structures with the same formula, charge and spin: 13.8 kcal/mol
* structure (SMILES): CCOCCCNS(=O)(=O)c1ccc2c(c1)CCN2C(=O)CC
* LUMO energy: 0.53 eV

CARTESIAN COORDINATES (ANGSTROEM)
C1 -0.249 3.034 0.673
C2 -1.447 2.100 0.691
O1 -1.644 1.592 -0.609
C3 -2.735 0.706 -0.702
C4 -2.811 0.174 -2.129
C5 -3.675 -1.080 -2.236
N1 -3.140 -2.134 -1.393
S1 -1.672 -2.808 -1.877
O2 -1.694 -4.161 -1.399
O3 -1.442 -2.573 -3.274
C6 -0.498 -1.879 -0.912
C7 0.448 -1.090 -1.530
C8 1.338 -0.331 -0.784
C9 1.260 -0.378 0.603
C10 0.293 -1.196 1.214
C11 -0.583 -1.949 0.469
C12 0.394 -1.096 2.706
C13 1.409 0.031 2.902
N2 1.987 0.293 1.578
C14 3.053 1.156 1.560
O4 3.398 1.680 2.601
C15 3.806 1.389 0.271
C16 4.593 0.143 -0.135
H1 0.628 2.501 0.321
H2 -0.439 3.865 0.000
H3 -0.057 3.419 1.671
H4 -2.348 2.640 1.024
H5 -1.278 1.266 1.391
H6 -2.597 -0.133 -0.003
H7 -3.668 1.225 -0.430
H8 -3.211 0.945 -2.789
H9 -1.801 -0.062 -2.461
H10 -3.699 -1.400 -3.286
H11 -4.693 -0.866 -1.903
H12 -3.793 -2.886 -1.233
H13 0.482 -1.073 -2.608
H14 2.050 0.280 -1.307
H15 -1.326 -2.584 0.924
H16 -0.568 -0.869 3.166
H17 0.749 -2.039 3.126
H18 2.215 -0.228 3.592
H19 0.944 0.951 3.269
H20 3.129 1.711 -0.519
H21 4.503 2.205 0.468
H22 5.309 -0.111 0.643
H23 3.938 -0.712 -0.290
H24 5.140 0.332 -1.056

***

Record 2
Here is a molecular structure, C41H76AlBCl2F9N4O12SV at a distorted geometry from the OMol25 dataset. Energies are from the ωB97M-V functional and the def2-TZVPD basis.

Computed properties:
* frontier orbital gap: 0.9260 eV
* highest occupied orbital energy: -0.4055 hartree
* total charge: +2
* LUMO energy: -10.11 eV

CARTESIAN COORDINATES (ANGSTROEM)
C1 2.344 -2.660 2.752
C2 1.161 -1.577 2.669
C3 1.341 -0.517 1.442
C4 0.679 -1.028 0.089
N1 0.982 -2.279 -0.298
C5 0.377 -2.730 -1.622
S1 1.865 -3.658 -2.334
C6 -0.800 -3.781 -1.364
C7 -1.638 -4.216 -2.658
C8 -2.732 -3.159 -3.167
O1 -0.845 -4.600 -3.807
C9 -0.500 -6.025 -3.764
C10 1.004 -6.273 -4.297
C11 1.291 -5.693 -5.731
C12 2.715 -5.843 -6.327
C13 3.817 -6.577 -5.512
C14 3.551 -7.183 -4.088
C15 2.104 -7.013 -3.491
C16 0.043 -1.273 -2.219
C17 1.125 -0.677 -3.289
C18 2.549 -0.306 -2.646
C19 3.664 -0.615 -3.809
O2 4.421 -1.833 -3.572
C20 5.707 -1.499 -3.029
C21 5.805 -0.641 -1.661
O3 6.787 -1.871 -3.533
C22 -0.333 -0.312 -0.948
C23 -1.771 -0.720 -0.334
C24 -2.503 0.428 0.514
C25 -1.926 0.576 2.034
C26 -1.262 2.001 2.323
N2 -0.891 2.061 3.796
C27 0.161 3.076 3.994
N3 -0.209 4.165 4.681
N4 1.541 2.931 3.506
C28 -0.172 1.246 -1.254
C29 -1.251 1.738 -2.375
C30 -1.434 3.334 -2.319
F1 -2.249 3.670 -1.214
F2 -2.120 3.706 -3.506
F3 -0.134 3.908 -2.231
H1 3.004 -2.484 3.667
H2 3.033 -2.585 1.828
H3 1.972 -3.759 2.824
H4 0.116 -2.066 2.638
H5 1.195 -0.968 3.645
H6 0.923 0.474 1.819
H7 2.475 -0.434 1.250
H8 1.615 -2.930 0.191
H9 1.789 -3.569 -3.734
H10 -1.554 -3.482 -0.555
H11 -0.294 -4.744 -0.965
H12 -2.234 -5.161 -2.349
H13 -3.509 -3.749 -3.781
H14 -3.306 -2.622 -2.343
H15 -2.219 -2.463 -3.920
H16 -0.557 -6.471 -2.716
H17 -1.178 -6.638 -4.472
H18 0.440 -5.177 -6.301
H19 2.896 -5.432 -7.370
H20 4.874 -6.710 -5.918
H21 4.380 -7.715 -3.490
H22 1.915 -7.424 -2.448
H23 -0.923 -1.151 -2.845
H24 1.298 -1.491 -4.092
H25 0.730 0.233 -3.850
H26 2.835 -0.994 -1.771
H27 2.691 0.801 -2.394
H28 3.114 -0.598 -4.818
H29 4.408 0.271 -3.858
H30 6.793 -0.813 -1.114
H31 4.931 -0.993 -0.991
H32 5.632 0.477 -1.853
H33 -1.581 -1.589 0.407
H34 -2.457 -1.010 -1.196
H35 -3.593 0.065 0.661
H36 -2.594 1.437 -0.017
H37 -2.821 0.484 2.763
H38 -1.253 -0.322 2.272
H39 -2.027 2.825 2.108
H40 -0.287 2.201 1.761
H41 -1.717 2.261 4.374
H42 0.578 4.842 4.766
H43 2.140 3.708 3.861
H44 1.590 3.026 2.473
H45 -0.383 1.923 -0.341
H46 0.848 1.564 -1.646
H47 -0.979 1.411 -3.432
H48 -2.286 1.290 -2.135
O4 -5.081 -2.855 -4.895
H49 -6.005 -2.587 -4.818
H50 -4.779 -2.424 -5.705
F4 1.539 6.318 4.353
O5 0.221 -4.769 -8.686
V1 -1.184 -3.786 -8.413
O6 -2.584 -2.805 -8.115
C31 -4.527 6.293 1.981
O7 -4.255 6.936 3.223
C32 -3.010 6.572 3.781
C33 -2.257 7.803 4.306
O8 -1.800 8.666 3.285
C34 -2.774 9.382 2.548
C35 -3.559 10.429 3.338
O9 -4.436 9.818 4.269
C36 -4.462 10.449 5.540
H51 -4.921 5.287 2.162
H52 -5.287 6.878 1.459
H53 -3.639 6.245 1.343
H54 -2.380 6.041 3.063
H55 -3.219 5.902 4.623
H56 -1.356 7.447 4.817
H57 -2.828 8.342 5.058
H58 -3.447 8.684 2.028
H59 -2.223 9.904 1.763
H60 -4.169 11.021 2.646
H61 -2.856 11.104 3.843
H62 -3.459 10.750 5.857
H63 -4.846 9.730 6.267
H64 -5.122 11.323 5.512
C37 6.535 -3.653 0.181
Cl1 6.443 -5.179 1.094
Cl2 6.309 -2.260 1.236
H65 7.514 -3.583 -0.294
H66 5.751 -3.645 -0.584
O10 0.262 -4.419 2.249
C38 0.158 -5.592 2.552
O11 -0.909 -6.297 2.149
C39 -1.040 -7.724 2.286
C40 -1.582 -8.092 3.653
C41 1.165 -6.248 3.456
H67 -0.099 -8.228 2.057
H68 -1.753 -8.039 1.521
H69 -0.905 -7.780 4.451
H70 -1.732 -9.170 3.729
H71 -2.535 -7.589 3.833
H72 0.907 -6.034 4.495
H73 2.150 -5.832 3.237
H74 1.250 -7.323 3.313
B1 -0.991 6.540 0.580
F5 -2.240 7.012 0.052
F6 -0.184 6.025 -0.482
F7 -0.308 7.620 1.224
F8 -1.244 5.493 1.539
Al1 5.578 -5.785 -1.046
F9 0.332 9.240 3.098
O12 2.591 5.233 2.236
H75 1.673 5.527 2.341
H76 2.879 5.652 1.415